Entry from OMol25: one molecule with the formula C5H9N in a non-equilibrium geometry (wB97M-V/def2-TZVPD).

SMILES: C=CCNC=C
highest occupied orbital energy: -7.86 eV
E_LUMO: 0.904 eV
E_tot: -250.5872 Eh
net charge: 0
2S+1: 1

Last columns: bonded neighbours and bond lengths (Å).
Geometry (Å):
1 N -1.189 0.170 0.241  C3 1.374, C4 1.493, H14 1.010
2 C -0.660 -1.511 1.931  C3 1.335, H7 1.079, H8 1.085
3 C -0.513 -0.915 0.746  N1 1.374, C2 1.335, H10 1.084
4 C -0.618 1.066 -0.807  N1 1.493, C5 1.501, H9 1.085, H11 1.092
5 C 0.667 0.669 -1.473  C4 1.501, C6 1.333, H13 1.083
6 C 1.811 0.389 -0.847  C5 1.333, H12 1.084, H15 1.082
7 H -0.138 -2.433 2.138  C2 1.079
8 H -1.178 -1.018 2.747  C2 1.085
9 H -0.517 2.074 -0.418  C4 1.085
10 H 0.155 -1.394 0.040  C3 1.084
11 H -1.408 1.016 -1.560  C4 1.092
12 H 1.871 0.092 0.193  C6 1.084
13 H 0.653 0.568 -2.551  C5 1.083
14 H -1.713 0.690 0.931  N1 1.010
15 H 2.778 0.534 -1.312  C6 1.082

Here is what Mulliken gives for the atomic charges, in e: number 1, N, carries -0.294; number 2, C, carries -0.969; number 3, C, carries 0.014; number 4, C, carries -0.335; number 5, C, carries -0.330; number 6, C, carries -0.692; number 7, H, carries 0.243; number 8, H, carries 0.255; number 9, H, carries 0.242; number 10, H, carries 0.446; number 11, H, carries 0.314; number 12, H, carries 0.312; number 13, H, carries 0.300; number 14, H, carries 0.211; number 15, H, carries 0.283